DFT (wB97M-V/def2-TZVPD) results for 7 unconnected molecules or ions with the total composition C45H98N7O6.

ORCA input file:
```
! RIJCOSX wB97M-V def2-TZVPD def2/J DEFGRID3
* xyz 5 1
N 9.6431 -22.3578 22.7486
O 10.0764 -21.2188 22.5501
O 8.9180 -22.5142 23.7757
O 9.8458 -23.2891 21.8997
C 6.0532 -16.2821 21.1024
C 6.4482 -17.7533 21.2226
O 6.6982 -18.5654 20.2967
N 6.4765 -18.4062 22.6340
H 6.5925 -17.7131 23.3595
H 5.6345 -18.9324 22.8191
C 7.7167 -19.3502 22.6804
H 6.2389 -16.1533 20.0361
H 6.8298 -15.8933 21.7611
H 5.0306 -16.0018 21.3551
H 7.4962 -20.0512 21.8754
H 7.7586 -19.9266 23.6046
H 8.6683 -18.8407 22.5289
C 11.6678 -18.5407 20.5147
C 11.3565 -19.2614 19.1808
C 9.8271 -19.2846 18.9417
C 9.3849 -17.8532 18.7096
C 10.0337 -17.2012 17.4689
C 11.5653 -17.0792 17.5739
N 12.0886 -18.4503 18.0566
O 13.3989 -18.7932 17.8238
C 12.0183 -15.9460 18.4020
C 12.1055 -16.8588 16.0914
C 11.8296 -20.7586 19.1927
H 11.0066 -18.8456 21.3258
H 11.5538 -17.4570 20.4886
H 12.6869 -18.7453 20.8428
H 9.4399 -19.8758 19.7715
H 9.5938 -19.7991 18.0095
H 9.5521 -17.2332 19.5903
H 8.3203 -17.7457 18.5021
H 9.5493 -16.2332 17.3414
H 9.5989 -17.7692 16.6464
H 12.6662 -15.1607 18.0125
H 12.9325 -16.2247 18.9261
H 11.2994 -15.5256 19.1052
H 13.1543 -16.5627 16.1132
H 11.5639 -16.0346 15.6273
H 12.1118 -17.7694 15.4924
H 12.2053 -21.1949 18.2672
H 11.0574 -21.4792 19.4619
H 12.6707 -20.9398 19.8619
C 13.0810 -22.9916 22.9578
C 13.4178 -21.8865 23.9312
C 14.0902 -20.7470 23.1425
C 14.1608 -19.3915 23.8836
C 12.7951 -19.0223 24.5052
C 12.0138 -20.0634 25.3419
N 12.0885 -21.4319 24.6618
O 11.4712 -22.5192 25.3170
C 10.4891 -19.7088 25.5807
C 12.7707 -20.0931 26.7281
C 14.4173 -22.5227 25.0088
H 12.3936 -22.8337 22.1267
H 12.5348 -23.8372 23.3758
H 13.8860 -23.2935 22.2877
H 13.5731 -20.4996 22.2154
H 15.0362 -21.1307 22.7603
H 14.3722 -18.5404 23.2362
H 14.9951 -19.3438 24.5835
H 12.3301 -18.8833 23.5292
H 12.8573 -18.1062 25.0925
H 10.4208 -18.6689 25.9002
H 9.9872 -20.2385 26.3904
H 9.9042 -19.9318 24.6884
H 12.3260 -20.8695 27.3506
H 12.8350 -19.1751 27.3124
H 13.8134 -20.4058 26.6721
H 13.8643 -23.2034 25.6560
H 14.8388 -21.7480 25.6494
H 15.2772 -23.0372 24.5800
C 10.8595 -26.4938 22.5454
C 10.4124 -26.5490 24.0334
C 9.1054 -27.3284 24.4651
N 8.4631 -26.7444 25.7873
C 9.5110 -26.8710 26.9273
C 7.1324 -27.4986 26.0662
C 6.0480 -26.8405 25.0025
C 6.7354 -25.5156 24.6586
C 7.8574 -25.3033 25.6110
H 10.0529 -26.0637 21.9516
H 11.1117 -27.4691 22.1294
H 11.7122 -25.8159 22.5076
H 10.2896 -25.4850 24.2355
H 11.2089 -26.8142 24.7287
H 9.3110 -28.3684 24.7186
H 8.3856 -27.2888 23.6475
H 10.3145 -26.2788 26.4894
H 9.8880 -27.8938 26.9296
H 8.9833 -26.4623 27.7890
H 6.9175 -27.3359 27.1224
H 7.2995 -28.5654 25.9178
H 5.0902 -26.5677 25.4456
H 5.7130 -27.4284 24.1479
H 6.0405 -24.6814 24.5616
H 7.1949 -25.7364 23.6952
H 7.3240 -25.0456 26.5260
H 8.6770 -24.5977 25.4749
C 4.7630 -23.0422 15.6280
C 5.6811 -22.6211 16.8207
C 5.5462 -23.4818 18.0564
N 6.9502 -23.4184 18.8516
C 7.5256 -22.0492 19.0945
C 8.0784 -24.1954 18.0472
C 8.6805 -25.0796 19.1923
C 7.6302 -25.4001 20.1915
C 6.6768 -24.1704 20.2159
H 3.6814 -23.1554 15.7012
H 5.1048 -24.0416 15.3589
H 4.8604 -22.4681 14.7066
H 5.7344 -21.5378 16.9291
H 6.6956 -22.8676 16.5075
H 5.1632 -24.4987 17.9698
H 4.8451 -22.9251 18.6782
H 8.3012 -22.2543 19.8324
H 6.7106 -21.4868 19.5501
H 7.9172 -21.6255 18.1697
H 8.8184 -23.6375 17.4734
H 7.8435 -24.9285 17.2756
H 9.5026 -24.5577 19.6820
H 9.0450 -26.0370 18.8200
H 8.0174 -25.4471 21.2094
H 7.0457 -26.2840 19.9361
H 6.7191 -23.4181 21.0035
H 5.6666 -24.5620 20.3356
C 4.4401 -16.2122 29.3846
C 4.4110 -17.5150 28.6313
C 5.8007 -18.1580 28.2230
N 5.6895 -19.4299 27.3136
C 4.8557 -19.1084 26.0301
C 7.0841 -19.7373 26.7611
C 7.1200 -21.2095 26.4015
C 6.3163 -21.8208 27.6276
C 5.3048 -20.7663 28.0540
H 3.3810 -15.9785 29.4924
H 4.9302 -15.3535 28.9257
H 4.8792 -16.4059 30.3633
H 3.9414 -17.2591 27.6815
H 3.9248 -18.2995 29.2111
H 6.5188 -18.2918 29.0320
H 6.2732 -17.3744 27.6305
H 4.7810 -20.0802 25.5420
H 5.4183 -18.3333 25.5098
H 3.8396 -18.8245 26.3040
H 7.2950 -18.8914 26.1068
H 7.7286 -19.5020 27.6081
H 6.5911 -21.3237 25.4553
H 8.0603 -21.6953 26.1411
H 5.7766 -22.6875 27.2459
H 6.9196 -22.1417 28.4768
H 4.3249 -20.9398 27.6094
H 5.2603 -20.6129 29.1322
*
```

HOMO-LUMO gap ... 5.92 eV
F_max ... 9.3 eV/A

DFT (wB97M-V/def2-TZVPD) results for 12 unconnected molecules or ions with the total composition C45H99NO20S8.

ORCA input file:
```
! RIJCOSX wB97M-V def2-TZVPD def2/J DEFGRID3
* xyz 0 1
C 4.0461 -2.6097 -3.1890
C 3.0508 -1.4824 -2.9129
C 3.7165 -0.1056 -2.7193
O 2.1078 -1.3534 -3.9736
H 3.6765 -3.4796 -2.6357
H 5.0673 -2.3812 -2.8909
H 4.0001 -2.9408 -4.2270
H 2.5335 -1.6357 -1.9633
H 4.4085 -0.0141 -3.5611
H 4.3826 -0.0105 -1.8618
H 2.9032 0.6152 -2.6669
H 1.8741 -2.2502 -4.2347
C -4.5811 1.8158 -1.2450
C -4.3072 2.3679 -2.6512
C -5.4607 2.1748 -3.6269
O -4.0064 3.7650 -2.5810
H -3.6830 1.9238 -0.6381
H -4.7906 0.7477 -1.3235
H -5.4653 2.3193 -0.8550
H -3.3869 1.8839 -2.9976
H -5.5382 1.1621 -4.0267
H -5.4016 2.7881 -4.5281
H -6.4231 2.4416 -3.1866
H -3.4504 3.8458 -1.7987
C -0.8584 1.8607 -0.0472
C -0.3896 0.4192 0.2006
C 0.9458 0.1710 -0.4707
O -0.2292 0.2303 1.6059
H -0.7800 2.1247 -1.1025
H -0.1476 2.4607 0.5212
H -1.8931 2.0619 0.2259
H -1.1876 -0.2624 -0.1073
H 0.9965 0.5410 -1.4957
H 1.2243 -0.8826 -0.5585
H 1.7231 0.6155 0.1501
H 0.5823 0.7198 1.8301
C -4.0374 1.5054 3.0649
C -3.4947 0.4418 4.0423
C -3.7009 -0.9827 3.5052
O -3.5724 -1.8840 4.5950
C -4.0767 -3.1925 4.3309
N -2.0954 0.7602 4.2548
H -3.6033 1.3822 2.0676
H -3.8355 2.5181 3.4095
H -5.1127 1.4110 2.9008
H -4.1263 0.5629 4.9240
H -2.9477 -1.2510 2.7555
H -4.6760 -1.0177 3.0122
H -5.1333 -3.1131 4.0657
H -3.9909 -3.7330 5.2719
H -3.5326 -3.6791 3.5183
H -1.5601 0.7764 3.3941
H -1.6672 0.1153 4.9054
C -0.0281 2.3166 -3.7089
C 0.6450 1.5878 -4.8960
C 0.5362 2.4110 -6.1745
S -0.3417 3.9273 -5.7709
O -1.4100 4.1301 -6.7328
O 0.5775 4.9606 -5.3245
C -1.0989 3.2628 -4.2420
H 0.8438 2.8223 -3.2882
H -0.3479 1.6075 -2.9475
H 0.1761 0.6129 -5.0437
H 1.6660 1.3643 -4.5938
H -0.1032 1.9875 -6.9486
H 1.5087 2.5672 -6.6386
H -2.0131 2.7458 -4.5305
H -1.3326 4.1560 -3.6667
C -1.4271 -1.7601 -3.1292
C -2.4121 -0.7869 -3.7993
C -3.7333 -1.4836 -4.0313
S -3.2385 -3.2325 -4.4829
O -3.1851 -3.4472 -5.9068
O -4.0033 -4.1759 -3.6393
C -1.5522 -3.1436 -3.8054
H -1.6153 -1.8612 -2.0695
H -0.3874 -1.4408 -3.2218
H -1.9900 -0.3875 -4.7276
H -2.3967 0.1545 -3.2451
H -4.3945 -1.1314 -4.8220
H -4.3544 -1.5599 -3.1460
H -0.9401 -3.2081 -4.7074
H -1.3063 -4.0256 -3.2199
C -2.3691 -4.7449 -0.1031
C -3.3627 -5.0317 -1.2699
C -4.6170 -4.2291 -0.9759
S -4.0846 -2.6965 -0.1115
O -4.9151 -2.5508 1.0862
O -3.9726 -1.5831 -1.0249
C -2.4047 -3.2839 0.3567
H -1.3734 -5.0532 -0.4169
H -2.7509 -5.3463 0.7256
H -3.5023 -6.1107 -1.2403
H -2.9134 -4.7391 -2.2038
H -5.2380 -4.7102 -0.2215
H -5.1153 -4.0169 -1.9165
H -2.3276 -2.9360 1.3848
H -1.6796 -2.7667 -0.2628
C -1.0954 4.2088 2.6814
C -1.5888 5.3158 3.6125
C -0.6907 6.5375 3.4327
S 0.9863 5.8645 3.2334
O 1.5890 5.7430 4.5459
O 1.6566 6.5039 2.1122
C 0.4326 4.2017 2.6959
H -1.4422 4.3354 1.6518
H -1.4884 3.2286 2.9508
H -1.4022 4.9932 4.6388
H -2.6364 5.5128 3.3954
H -0.6968 7.1813 4.3081
H -0.8301 7.0214 2.4658
H 0.7456 3.6524 3.5861
H 0.9694 3.8724 1.8109
C 4.1546 -0.8611 3.8644
C 4.9082 -0.7989 2.5404
C 4.3725 0.3167 1.6077
S 3.4573 1.4668 2.7761
O 2.0295 1.3149 2.5498
O 4.0191 2.8020 2.7217
C 4.0012 0.6320 4.2644
H 4.7432 -1.2933 4.6734
H 3.2067 -1.3953 3.8097
H 4.9393 -1.7261 1.9615
H 5.9849 -0.6692 2.6683
H 3.6138 0.0637 0.8720
H 5.1882 0.8819 1.1683
H 3.3472 0.8730 5.1012
H 4.9918 1.0216 4.4991
C -0.1962 -2.3325 3.6634
C 0.5054 -1.9056 4.9480
C 1.3454 -3.1060 5.4430
S 0.6872 -4.6021 4.5617
O 0.2461 -5.4940 5.6127
O 1.5535 -4.9822 3.4404
C -0.7400 -3.7594 3.8185
H 0.4957 -2.2940 2.8184
H -1.0416 -1.7198 3.3555
H -0.2513 -1.5907 5.6675
H 1.1578 -1.0433 4.8075
H 1.1575 -3.3333 6.4906
H 2.4236 -3.0519 5.3063
H -1.4246 -3.8688 4.6588
H -0.9415 -4.3529 2.9307
C 4.9170 5.8451 -0.4085
C 4.5190 5.7537 -1.8637
C 4.1432 4.3609 -2.2300
S 3.3776 3.6266 -0.7292
O 4.1123 2.4145 -0.4068
O 1.9412 3.6050 -0.9091
C 3.8011 5.0772 0.3197
H 4.9635 6.8860 -0.0984
H 5.8774 5.3428 -0.2765
H 5.2776 6.2072 -2.5055
H 3.6930 6.4567 -2.0166
H 5.0472 3.7464 -2.2952
H 3.5761 4.0774 -3.1141
H 3.8947 4.6943 1.3353
H 2.8819 5.6620 0.3600
C 2.8539 -3.4472 0.4960
C 1.6403 -3.6221 -0.4055
C 1.5249 -5.1029 -0.7958
S 3.2169 -5.6931 -0.7853
O 3.6795 -5.9281 -2.1386
O 3.3718 -6.7141 0.2145
C 4.0235 -4.2389 -0.0886
H 2.5605 -3.8528 1.4690
H 3.0341 -2.3880 0.6882
H 1.7292 -3.0674 -1.3415
H 0.7130 -3.2610 0.0421
H 1.0883 -5.3581 -1.7576
H 1.0618 -5.6277 0.0409
H 4.4256 -3.6885 -0.9373
H 4.7999 -4.5692 0.5947
*
```

SMILES ... O=S1(=O)CCCC1.O=S1(=O)CCCC1.O=S1(=O)CCCC1.O=S1(=O)CCCC1.O=S1(=O)CCCC1.O=S1(=O)CCCC1.O=S1(=O)CCCC1.O=S1(=O)CCCC1.COC[C@H](C)N.CC(C)O.CC(C)O.CC(C)O
HOMO-LUMO gap ... 9.10 eV
ΔE to the lowest compared entry with this formula, charge and spin ... 0.0 kJ/mol
F_max ... 2.8 eV/A

Q: The highest HOMO-LUMO gap belongs to which entry?
A: C45H99NO20S8

Q: Look up the F_max of the first one.
A: 9.3 eV/A